The ion C3H5O4P with charge -2, computed with wB97M-V/def2-TZVPD.

Last column: Löwdin charge in e.
Geometry (Å):
C -0.560 0.180 -1.503  -0.057
C 0.314 0.025 -0.114  -0.508
P -0.114 1.104 1.440  0.089
O 0.600 2.415 1.138  -0.504
O -1.671 1.058 1.374  -0.522
O 0.444 0.325 2.621  -0.484
C 0.554 -1.358 0.256  -0.183
O 1.535 -0.504 -0.287  -0.078
H -0.226 -0.677 -2.147  0.038
H -0.292 1.089 -2.081  0.047
H -1.633 0.043 -1.458  0.034
H 0.583 -1.621 1.261  0.063
H 0.465 -2.078 -0.501  0.066

For the total energy, the calculation gives -759.60834 a.u. As for the energy relative to the best compared isomer or geometry (same formula, charge and spin): 129.1 kJ/mol. The net charge is -2. The calculation puts the HOMO-LUMO gap at 5.83 eV. The SMILES is C[C@@]1(P(=O)([O-])[O-])CO1. As for the molecular weight: 136.043 g/mol.



A structure of composition C3H5O4Sm, computed with wB97M-V/def2-TZVPD.

Last column: Löwdin charge in e.
Geometry (Å):
H -0.325 -0.134 -0.858  0.175
C 0.201 -1.093 -0.331  -0.394
C -0.671 -0.813 0.864  -0.082
O 1.461 -0.562 -0.273  -0.617
H 0.316 -2.198 -0.363  0.131
H -0.140 -0.458 1.755  0.114
H -1.133 -1.736 1.243  0.111
Sm 3.674 -0.347 0.733  0.887
O -1.969 0.071 0.650  0.025
C -2.617 -0.239 -0.433  -0.674
O -2.314 -1.180 -1.166  0.067
O -3.098 0.879 -0.981  0.132
H -3.783 0.649 -1.621  0.126

For the total energy, the calculation gives -1076.06068 a.u. As for the energy relative to the best compared isomer or geometry (same formula, charge and spin): 272.7 kJ/mol. Its spin multiplicity is 8. The calculation puts the HOMO-LUMO gap (alpha / beta) at 5.59 / 7.76 eV. As for the molecular weight: 255.429 g/mol.



A structure of composition C3H5O4V, computed with wB97M-V/def2-TZVPD.

Last column: Löwdin charge in e.
Geometry (Å):
C -1.041 1.595 -1.015  -0.065
C -1.359 0.695 0.153  -0.312
O -1.192 -0.619 -0.115  -0.173
V 0.311 -1.755 -0.311  1.047
H -1.489 2.584 -0.856  0.090
H 0.051 1.662 -1.132  0.091
H -1.372 1.141 -1.962  0.091
H -2.369 0.836 0.605  0.136
H -0.462 0.877 1.129  0.276
O 1.396 -0.778 0.993  -0.186
C 2.299 -1.757 0.883  -0.871
O 1.786 -2.808 0.296  -0.168
O 3.442 -1.671 1.333  0.045

For the total energy, the calculation gives -1362.15826 a.u. As for the energy relative to the best compared isomer or geometry (same formula, charge and spin): 60.1 kJ/mol. Its spin multiplicity is 5. The calculation puts the HOMO-LUMO gap (alpha / beta) at 8.00 / 4.03 eV. As for the molecular weight: 156.013 g/mol.



A cluster of 2 separate species, C3H5P in total, computed with wB97M-V/def2-TZVPD.

Last column: Löwdin charge in e.
Geometry (Å):
C 2.146 1.162 0.255  0.049
C 1.643 0.091 -0.079  -0.600
C -1.696 -0.150 0.231  0.000
P 0.876 -1.444 -0.199  0.753
H 2.609 1.929 0.660  -0.034
H -1.580 0.375 1.155  -0.012
H -2.237 -1.090 0.093  -0.012
H -1.772 0.352 -0.695  -0.030
H 0.011 -1.226 -1.422  -0.111

For the total energy, the calculation gives -458.46026 a.u. As for the energy relative to the best compared isomer or geometry (same formula, charge and spin): 318.3 kJ/mol. The calculation puts the HOMO-LUMO gap (alpha / beta) at 7.82 / 8.09 eV. As for the molecular weight: 72.047 g/mol.



The molecule C3H5PS, computed with wB97M-V/def2-TZVPD.

Last column: Löwdin charge in e.
Geometry (Å):
C -0.120 1.000 -0.268  -0.426
C 0.641 -0.072 0.484  -0.296
C 1.215 -1.153 -0.006  -0.013
P -2.854 -0.688 -0.155  0.194
S -2.176 1.115 0.046  0.207
H 0.068 2.099 -0.037  0.067
H -0.073 0.836 -1.300  0.020
H 0.451 0.174 1.620  0.129
H 1.190 -1.377 -1.041  0.045
H 1.657 -1.934 0.657  0.073

For the total energy, the calculation gives -856.74136 a.u. As for the energy relative to the best compared isomer or geometry (same formula, charge and spin): 197.0 kJ/mol. The calculation puts the HOMO-LUMO gap (alpha / beta) at 6.42 / 6.42 eV. As for the molecular weight: 104.114 g/mol.



The molecule C3H5PS, computed with wB97M-V/def2-TZVPD.

Last column: Löwdin charge in e.
Geometry (Å):
C 0.176 0.914 0.573  -0.508
C -0.814 0.286 -0.382  -0.274
C -1.053 -1.028 -0.347  -0.014
P 2.681 -0.953 0.276  0.256
S 1.835 0.798 -0.336  0.277
H 0.204 1.986 0.822  0.061
H 0.457 0.254 1.393  0.021
H -1.009 0.994 -1.164  0.085
H -0.748 -1.725 0.313  0.004
H -1.729 -1.526 -1.149  0.093

For the total energy, the calculation gives -856.74071 a.u. As for the energy relative to the best compared isomer or geometry (same formula, charge and spin): 198.7 kJ/mol. The calculation puts the HOMO-LUMO gap (alpha / beta) at 6.56 / 6.56 eV. As for the molecular weight: 104.114 g/mol.



Q: total energy of number 1 (C3H5O4P)?
A: -759.60834 a.u.